Run 1
Entry from OMol25: a cluster of 2 separate species, C6H16NO in total (ωB97M-V/def2-TZVPD).

Results
Charge: +1
HOMO in eV: -12.616
LUMO level in eV: -3.1

Geometry (Å):
H1 -0.4124 -1.8673 -1.2563
N1 -0.2337 0.9471 -1.7467
H2 0.7463 0.9775 1.5033
C1 -0.2654 1.3862 -0.2488
H3 0.0773 2.4120 -0.4028
H4 1.0792 -2.1568 -0.5786
C2 0.5359 0.3811 0.6020
C3 -0.2782 -0.8739 0.7357
C4 -1.1228 -1.1090 1.7407
H5 2.6771 0.0241 -3.1465
H6 3.4721 1.0962 -2.4265
C5 -1.5650 -0.0333 2.6833
C6 0.0427 -1.9921 -0.2551
H7 -1.7541 -1.9919 1.8124
H8 -0.8096 -0.0416 3.4915
H9 -0.6623 0.0300 -1.8164
H10 -2.5417 -0.0232 3.1680
H11 -0.3595 -2.9147 0.1445
H12 1.5663 0.1787 0.3000
H13 0.7516 0.9486 -2.0307
O1 2.6160 0.6835 -2.4197
H14 -0.7237 1.6542 -2.2714
H15 -1.2839 1.2988 0.1113
H16 -1.5522 0.9860 2.3068

***

Run 2
Entry from OMol25: a cluster of 2 separate species, C6H16NO in total (ωB97M-V/def2-TZVPD).

Results
Charge: +1
HOMO in eV: -12.249
LUMO level in eV: -3.4

Geometry (Å):
H1 1.3837 2.0393 -1.0068
H2 -1.4236 1.9336 -1.1819
C1 -1.9519 -2.1875 0.5996
H3 0.8939 -0.4271 -0.2507
H4 3.4677 -0.8950 1.3888
H5 -1.4378 -1.8589 1.5423
H6 -0.4909 1.0175 -2.2782
O1 2.8721 -1.0290 0.6454
H7 -2.2093 0.7049 -2.2541
C2 0.5106 1.4101 0.7687
H8 2.5676 -1.9388 0.6585
H9 -2.9035 -1.1208 -1.1138
C3 -1.2003 -0.0542 -0.4524
H10 0.8713 1.4857 1.7854
C4 0.0458 0.0581 0.3304
C5 -2.0634 -1.0762 -0.3898
H11 -0.2391 2.1853 0.5328
H12 -0.0392 -0.7024 1.1325
N1 1.8081 1.7101 -0.1008
H13 2.4383 2.4150 0.2735
H14 -2.8727 -2.6722 0.8906
H15 2.4632 0.8747 -0.1544
C6 -1.3435 0.9374 -1.6098
H16 -1.1472 -2.8099 0.2443

***

Result of the stability comparison: run 2 is the least stable of them.

***

Run 1
Entry from OMol25: a structure of composition C23H42B2BaF4N6O4P (ωB97M-V/def2-TZVPD).

Results
Charge: +1
HOMO in eV: -11.723
LUMO level in eV: -4.6

Geometry (Å):
C1 -0.6913 -3.0673 -2.1997
C2 2.3482 -2.1683 1.5612
H1 1.0187 -2.7059 3.9122
N1 -0.3437 1.9498 1.2811
C3 3.3944 -3.0562 -0.8315
H2 -1.6943 4.4601 -1.9544
C4 2.5364 -1.2683 0.5126
F1 2.0540 2.5840 2.3737
O1 2.1004 0.2024 2.2805
H3 -3.2977 -2.5149 -2.7995
B1 1.3502 1.5101 2.9045
H4 5.2122 1.2691 -1.6730
O2 -0.3341 2.2329 -2.6044
N2 -1.4068 -1.7925 -2.1691
C5 -3.7130 -0.8174 0.7856
C6 -0.8317 4.5660 -1.2951
H5 -3.4158 -0.0239 -2.4251
H6 -3.4184 -1.8654 0.7805
H7 -4.6841 1.3557 -0.4229
H8 4.3740 2.8261 -1.5993
H9 -2.9223 -2.7250 -1.0967
H10 4.3169 2.6708 1.0930
H11 -0.3294 4.0681 2.8108
C7 3.1733 1.1533 -1.0525
C8 4.2613 1.7725 -1.8574
O3 1.7629 0.8231 -2.7772
H12 4.0094 1.7127 -2.9120
H13 -4.8107 -0.7657 0.7915
C9 -1.1759 -1.0658 -3.4258
H14 -3.3432 -0.3680 1.7088
B2 1.0232 2.1466 -3.1764
C10 -2.8338 -2.0245 -1.9311
F2 0.9198 2.0925 -4.5280
H15 -0.8059 -3.5850 -1.2433
C11 -0.4627 3.1548 0.8995
H16 2.4466 -4.2128 2.1868
H17 -4.6629 -0.9434 -1.6046
N3 2.3270 0.1953 0.9383
Ba1 -0.1890 -0.2961 -0.0440
C12 3.1271 -1.7018 -0.6822
H18 -1.0211 -5.3202 2.9458
C13 -2.7037 -2.8282 3.4619
H19 1.9899 -1.7926 2.4991
N4 -0.3242 2.1749 -1.2263
H20 -3.5311 -3.0112 2.7765
H21 3.8193 -3.3964 -1.7665
C14 -0.0301 -2.9142 4.1009
H22 -3.2833 1.7451 0.5937
H23 5.2977 1.2508 0.7665
C15 -3.5916 1.2782 -0.3425
H24 0.3069 5.0551 1.4796
C16 4.3452 1.5843 1.1942
O4 -0.0841 1.6302 2.5998
H25 3.3864 -5.0100 0.0397
C17 2.6199 -3.5185 1.3747
C18 3.2934 0.9483 0.3900
C19 -0.4774 4.3569 1.7746
H26 3.3220 -1.0704 -1.5289
C20 -3.5819 -0.7429 -1.6229
H27 -0.1063 -3.8828 4.5979
H28 -2.7449 -3.5731 4.2586
H29 -1.8933 -4.8892 1.4662
F3 1.4749 1.2823 4.2321
H30 -0.1038 -0.9665 -3.5974
H31 -1.0142 5.3704 -0.5889
C21 3.1481 -3.9647 0.1813
C22 -0.5627 3.2688 -0.6112
H32 -1.5789 -0.0562 -3.3797
H33 -2.8341 -1.8389 3.9015
P1 -1.0880 -2.8910 2.5935
H34 -3.1412 1.8232 -1.1719
H35 -1.6210 -1.5936 -4.2792
N5 -3.1482 -0.1189 -0.3672
H36 4.2642 1.3154 2.2415
H37 -0.3929 -2.1472 4.7861
H38 -0.1306 -4.8402 1.4863
H39 0.0177 4.8206 -1.9301
C23 -1.0244 -4.6524 2.0831
H40 -1.4335 4.8738 1.6714
H41 0.3719 -2.8921 -2.3782
F4 1.8163 3.1783 -2.6734
N6 2.0313 0.7187 -1.4766
H42 -1.0588 -3.7322 -2.9924

***

Run 2
Entry from OMol25: a structure of composition C23H42B2BaF4N6O4P (ωB97M-V/def2-TZVPD).

Results
Charge: +1
HOMO in eV: -11.087
LUMO level in eV: -2.8

Geometry (Å):
H1 -1.2444 -4.4613 1.6776
C1 -1.2206 -0.0016 3.3083
H2 1.5873 -5.0880 0.4725
H3 -1.7847 0.5933 -3.3472
H4 -0.3358 3.0980 2.7597
H5 -2.1731 -4.1624 0.2124
H6 -1.6101 4.3190 -2.4080
C2 -1.1519 -3.2089 -3.3386
Ba1 0.3691 0.4745 0.2567
N1 -1.4284 0.1219 2.0566
F1 -2.6314 -2.3316 2.0367
H7 -3.3637 3.2905 -0.9367
F2 2.8134 0.5062 0.6686
P1 -0.7516 -1.5189 -3.7757
H8 0.0485 3.6991 -2.3055
C3 -0.6281 -1.4036 -5.5680
N2 -1.2729 2.8847 -0.8701
C4 -2.2593 -0.2607 4.3404
C5 -1.1661 -4.2671 0.6082
C6 3.3280 -0.2402 -2.1485
C7 1.6617 -1.9408 -2.4625
H9 -1.6062 4.8341 -0.1298
C8 -1.0007 3.4280 -2.1969
H10 1.3436 -2.9654 -2.3270
H11 -2.8758 1.7196 -1.5860
H12 -2.1202 -1.2551 4.7670
F3 4.4827 -0.2999 2.0548
O1 2.3892 0.0261 2.9721
B1 3.1665 -0.3909 1.7688
H13 1.2625 -4.6358 2.1361
C9 -1.0632 3.9187 0.1558
H14 0.6116 1.0487 -3.6992
C10 0.3974 4.2628 0.4118
C11 0.2324 0.0617 3.7044
H15 0.2640 0.9273 5.6499
H16 -0.4114 -0.3765 -5.8582
H17 4.2921 0.0637 -1.7668
H18 3.5450 -2.2660 -1.4943
H19 2.7768 -4.1247 1.3789
H20 0.9287 4.3651 -0.5365
O2 -2.2162 -1.8044 -0.2310
H21 1.7059 -0.0216 5.2293
C12 2.9105 -1.5520 -1.9992
F4 -4.2875 -1.4469 0.6691
C13 0.8217 -1.0149 -3.0757
C14 2.5483 3.5025 1.1231
C15 2.4975 0.6912 -2.7637
H22 2.8802 3.3773 0.0919
H23 -1.2665 -3.2877 -2.2564
H24 0.4497 5.2501 0.8985
H25 0.1748 -0.8243 5.6404
H26 -0.3869 -3.8972 -3.6971
H27 -2.8751 1.9696 0.1540
H28 2.8109 4.5171 1.4526
C16 1.7174 -4.2919 1.2051
O3 -2.7058 -0.0363 1.5510
H29 -2.9740 -0.6449 -3.7895
N3 1.1055 3.2660 1.2170
H30 0.1765 -2.0451 -5.9240
H31 -1.5669 -1.7115 -6.0264
O4 2.8636 -1.7766 1.3116
H32 1.3194 2.6887 3.2140
H33 2.8250 1.7152 -2.8831
H34 0.8584 4.3891 3.0043
C17 -2.0716 -0.4495 -3.2090
H35 -0.6613 -5.1195 0.1542
N4 -0.8402 -1.9193 -0.0730
H36 -2.1033 -3.4618 -3.8076
C18 0.7106 3.3690 2.6222
C19 0.6247 0.0325 5.1392
C20 -2.6719 2.4478 -0.8024
H37 -1.5265 3.5650 1.0782
C21 1.0665 -3.0273 0.7515
H38 3.0806 2.7830 1.7398
B2 -2.9778 -1.4213 1.0433
C22 -0.3782 -3.0267 0.3692
C23 1.2495 0.3099 -3.2246
H39 -2.2798 -0.6588 -2.1526
N5 1.6020 -1.8671 0.8072
H40 -1.2363 2.6820 -2.9580
N6 1.0469 0.0544 2.7193
H41 -3.2478 -0.2090 3.8930
H42 -2.1733 0.4615 5.1526

***

Result of the stability comparison: run 1 is the least stable of them.

***

Run 1
Entry from OMol25: an isolated molecule of C6H9N3 (ωB97M-V/def2-TZVPD).

Results
Charge: 0
SMILES string: C[C@H]1NNc2cccn21
HOMO in eV: -7.443
LUMO level in eV: 0.9

Geometry (Å):
H1 0.6332 -2.0026 1.1412
H2 1.6804 0.6330 -1.5416
H3 1.3817 0.5391 1.5157
H4 1.5145 -1.6255 -1.4411
N1 1.4901 -1.2012 -0.5155
H5 -3.4864 0.8053 0.1159
H6 -2.5924 -1.6339 0.8987
H7 2.8699 0.9732 0.6620
C1 -0.7091 -0.9030 0.0681
H8 1.4363 2.0111 0.5401
C2 -2.4872 0.4224 0.0156
H9 -1.3812 2.0816 -0.9768
C3 1.7845 0.9849 0.6099
C4 -1.4378 1.1019 -0.5475
N2 -0.3787 0.2590 -0.5381
C5 1.3325 0.2110 -0.6026
N3 0.3800 -1.7980 0.1760
C6 -2.0305 -0.8582 0.4199

***

Run 2
Entry from OMol25: a structure of composition C6H9N3 (ωB97M-V/def2-TZVPD).

Results
Charge: 0
HOMO in eV: -7.390
LUMO level in eV: 0.8

Geometry (Å):
C1 0.4956 0.1941 0.2946
C2 0.4543 1.4113 -0.4006
C3 1.1705 2.7028 -0.2743
H1 2.2084 2.5454 0.0092
N1 -1.1917 -0.0049 -1.7648
H2 -0.0333 -1.8348 2.5733
H3 -2.3786 -0.4058 -0.1469
H4 -1.8467 0.2441 -2.4913
H5 -0.6221 -2.5025 -0.6539
C4 0.1074 -1.0193 0.5986
C5 0.6554 -1.8398 1.7288
C6 -0.4331 0.9519 -1.2619
H6 1.1269 3.2361 -1.2203
H7 0.7788 -2.8727 1.4054
H8 0.6867 3.3229 0.4816
N2 -1.8461 -0.9691 -0.8180
N3 -0.9485 -1.7081 -0.1121
H9 1.6162 -1.4515 2.0524

***

Run 3
Entry from OMol25: an isolated molecule of C6H9N3 (ωB97M-V/def2-TZVPD).

Results
Charge: 0
SMILES string: C=C(C)c1nccn1N
HOMO in eV: -8.272
LUMO level in eV: 0.8

Geometry (Å):
C1 0.3919 -0.2225 2.8771
H1 -2.4334 -1.7044 -0.6018
N1 -0.0975 -0.9837 1.8658
C2 -0.2666 -0.1337 0.8322
H2 0.9014 1.9512 2.9854
N2 0.0557 2.2062 0.4480
H3 0.7243 -0.6916 3.7801
H4 0.7181 0.8702 -1.6077
H5 0.9082 2.7508 0.4865
H6 -0.9287 -2.4164 0.1579
C3 0.4049 1.1123 2.5143
C4 -1.2409 -1.8923 -0.7278
N3 0.0236 1.0856 1.2334
C5 -0.5147 -0.5732 -0.6087
C6 -0.0700 0.1576 -1.5953
H7 -0.2394 -0.4103 -2.5586
H8 -0.4718 2.1894 -0.4143
H9 -0.8595 -2.4052 -1.6463

***

Run 4
Entry from OMol25: a structure of composition C6H9N3 (ωB97M-V/def2-TZVPD).

Results
Charge: 0
HOMO in eV: -7.795
LUMO level in eV: 0.8

Geometry (Å):
N1 2.0813 0.8323 -0.3488
H1 -0.9320 2.2850 1.2407
C1 -1.5332 -1.4312 -0.6546
H2 -2.1055 2.1653 -0.0358
C2 -0.8197 -0.4262 0.3372
H3 -0.5759 3.0211 -0.1049
C3 -1.0911 2.1667 0.1881
C4 1.8541 -1.2537 0.4211
H4 -1.2916 -0.5073 1.2564
H5 1.9384 -2.3160 0.5904
H6 -2.5413 -1.4004 -0.4717
H7 -0.9795 -2.3362 -0.5842
N2 -0.5034 0.8801 -0.2655
H8 -1.5125 -1.0074 -1.6355
C5 2.7661 -0.3242 -0.0184
H9 3.7900 -0.2469 -0.0592
N3 0.6272 -0.6491 0.3265
C6 0.8285 0.5482 -0.1819

***

Result of the stability comparison: run 2 is the least stable of them.

***

Run 1
Entry from OMol25: an isolated molecule of C3H2ClF (ωB97M-V/def2-TZVPD).

Results
Charge: 0
SMILES string: C#C[C@@H](F)Cl
HOMO in eV: -10.770
LUMO level in eV: -0.3

Geometry (Å):
C1 2.3806 -0.3727 -0.1527
F1 -0.7564 1.4584 -0.2342
C2 0.0510 0.4160 0.4284
H1 -0.2248 0.5656 1.4022
C3 1.2909 0.3242 0.0041
H2 3.4673 -1.0526 -0.0733
Cl1 -1.1041 -0.8731 -0.0529

***

Run 2
Entry from OMol25: an isolated molecule of C3H2ClF (ωB97M-V/def2-TZVPD).

Results
Charge: 0
HOMO (alpha / beta) in eV: -9.267 / -9.257
LUMO level (alpha / beta) in eV: -1.5 / -1.5

Geometry (Å):
H1 1.2480 -1.3318 -0.0349
C1 -1.2079 0.9382 0.1328
H2 1.5237 0.5315 0.0096
C2 -0.3956 -0.2092 0.0109
C3 0.9243 -0.3817 -0.0460
F1 -0.6128 2.1306 -0.0490
Cl1 -1.4798 -1.6776 -0.0233

***

Run 3
Entry from OMol25: an isolated molecule of C3H2ClF (ωB97M-V/def2-TZVPD).

Results
Charge: 0
SMILES string: FC1=C(Cl)C1
HOMO (alpha / beta) in eV: -8.755 / -8.836
LUMO level (alpha / beta) in eV: -0.4 / -0.6

Geometry (Å):
H1 -0.3612 0.4233 -0.8105
H2 -0.3220 0.0497 0.7945
C1 1.7335 -0.1956 0.0659
C2 0.1629 -0.1845 -0.1020
C3 0.8953 -1.4425 -0.3630
F1 0.9658 -2.6597 0.0698
Cl1 3.0818 0.6909 -0.4363

***

Run 4
Entry from OMol25: a structure of composition C3H2ClF (ωB97M-V/def2-TZVPD).

Results
Charge: 0
HOMO in eV: -10.452
LUMO level in eV: -0.2

Geometry (Å):
C1 0.1474 -0.0474 -0.3113
Cl1 3.4500 -2.4575 1.0993
F1 -0.3113 0.6024 -1.7794
C2 2.3047 -1.4367 0.5647
C3 1.3510 -0.7836 0.2834
H1 0.1862 0.8234 0.3985
H2 -0.6031 -0.6928 -0.2272

***

Result of the stability comparison: run 3 is the least stable of them.

***

Run 1
Entry from OMol25: an isolated molecule of CH2FN (ωB97M-V/def2-TZVPD).

Results
Charge: 0
SMILES string: [H]/N=C/F
HOMO in eV: -10.617
LUMO level in eV: 1.2

Geometry (Å):
H1 1.4071 0.9874 -0.0958
C1 -0.2579 -0.2815 0.0623
H2 -0.0475 -1.4170 0.0013
N1 0.4427 0.8651 0.0128
F1 -1.5444 -0.1540 0.0194

***

Run 2
Entry from OMol25: an isolated molecule of CH2FN (ωB97M-V/def2-TZVPD).

Results
Charge: 0
SMILES string: [H]/N=C/F
HOMO in eV: -11.569
LUMO level in eV: 1.1

Geometry (Å):
F1 -1.5565 -0.1979 0.0094
H1 0.0126 -1.2898 -0.0787
H2 1.3689 0.7408 0.0071
N1 0.3939 0.9490 0.0443
C1 -0.2189 -0.2020 0.0179

***

Result of the stability comparison: run 1 is the least stable of them.

***

Run 1
Entry from OMol25: a cluster of 2 separate species, C4H11NO4 in total (ωB97M-V/def2-TZVPD).

Results
Charge: 0
SMILES string: O=C[C@H](CO)NCO.O
HOMO in eV: -9.136
LUMO level in eV: 0.3

Geometry (Å):
H1 -0.9663 1.5677 1.5638
H2 -0.3016 0.4513 -3.1887
C1 1.6738 -0.1451 -0.1518
H3 1.2003 1.6870 -0.7164
H4 -0.4335 -0.6600 2.3494
H5 -0.7806 1.1511 -0.2110
N1 1.0902 -0.7796 1.0067
O1 -1.5227 -1.8712 -0.4127
C2 -0.3919 -0.5449 1.2603
H6 1.2517 -0.5844 -1.0701
H7 -2.6546 -0.1167 0.1371
H8 0.5079 1.7049 -3.0196
O2 1.6971 1.2941 0.0052
H9 2.7741 -0.2576 -0.2414
H10 -0.6493 -2.7111 1.2155
C3 -0.7936 -1.8411 0.5526
O3 0.1039 0.9887 -2.5040
C4 -1.0064 0.7839 0.7669
H11 1.6254 -0.6487 1.8524
O4 -2.4240 0.5317 0.8061

***

Run 2
Entry from OMol25: a structure of composition C4H11NO4 (ωB97M-V/def2-TZVPD).

Results
Charge: 0
HOMO in eV: -8.089
LUMO level in eV: 0.6

Geometry (Å):
O1 -1.5802 -0.2528 2.2046
H1 0.3085 -2.2637 -2.3160
O2 0.7286 -1.9532 -1.5054
C1 2.3330 -0.4474 0.1602
H2 -0.0069 -0.0538 0.5712
H3 2.6367 0.2405 0.9469
H4 -2.8908 0.6991 -0.2964
H5 -2.4754 -1.0200 -0.0340
O3 -1.0247 1.7189 1.1981
H6 -1.6937 0.4119 2.8998
H7 0.7399 1.6419 -1.5477
H8 -1.3892 -0.0522 -1.0315
C2 -2.0803 -0.0129 -0.1423
H9 3.1370 -0.5199 -0.5755
H10 2.1489 -1.4425 0.5759
H11 -0.3029 1.9755 0.5866
N1 0.5397 -0.5420 -1.5718
C3 -1.2612 0.3732 1.0393
C4 1.0753 0.0506 -0.5097
O4 1.0577 1.4487 -0.6522

***

Result of the stability comparison: run 2 is the least stable of them.